Entry 1:
14
Properties=species:S:1:pos:R:3:forces:R:3:lowdin_charge:R:1 method="wB97M-V/def2-TZVPD" lumo_ev=0.16 total_charge=0 energy_ev=-7354.1322 homo_lumo_gap_ev=8.5
C 0.11989 -0.08522 -0.97358 0.0 1.5 -1.1 -0.393
H -0.24174 0.10853 3.41831 -3.0 0.9 -0.9 0.016
C -0.93070 0.41045 2.49549 5.4 -0.8 -2.3 -0.055
H 0.61482 -1.84789 -1.97017 0.2 0.4 0.1 0.076
H 1.77790 -0.23474 1.58820 -4.9 1.4 0.0 0.238
H -0.04610 0.00615 -3.13250 0.1 1.1 1.6 0.087
H -0.10123 -2.21048 -0.55491 -0.7 -0.7 1.5 0.060
H 1.67114 -1.65427 -0.58037 -1.7 0.2 0.0 0.103
C 0.28490 0.22389 1.46303 -4.2 1.2 1.3 -0.184
C 0.58800 -1.50634 -0.92164 1.9 0.2 -1.4 -0.069
O -0.11508 0.69480 0.18228 1.6 -1.8 0.7 -0.177
H -0.33069 1.61303 -2.08260 -0.3 0.5 -0.3 0.048
H -2.30317 0.93451 2.34104 5.2 -1.9 0.4 0.195
C -0.08215 0.57833 -2.14418 0.3 -2.3 0.3 0.054

Entry 2:
72
Properties=species:S:1:pos:R:3:forces:R:3:lowdin_charge:R:1 method="wB97M-V/def2-TZVPD" lumo_ev=0.18 total_charge=0 energy_ev=-33747.2601 homo_lumo_gap_ev=10.2 smiles=CC(C)O.CC(C)O.CC(C)O.CC(C)O.CCO.CCO.O.O
H -3.70738 -15.22496 -9.09378 -0.1 -0.3 0.0 0.131
C -4.65079 -13.77977 -10.38713 0.8 -0.6 0.5 -0.062
H -1.97528 -15.93291 -10.54296 0.0 -0.1 -0.2 0.076
O -3.19998 -21.64564 -12.34592 0.2 -0.2 -0.1 -0.054
C 0.62409 -25.26012 -0.08467 0.8 0.2 0.2 -0.048
H -4.74453 -19.78028 -6.20137 -0.4 0.2 -0.1 0.080
C 0.00521 -22.20904 -8.79184 0.0 -0.4 -0.6 -0.076
H -5.66357 -20.17547 -8.30382 0.0 0.1 0.0 0.091
H -5.21604 -16.16403 -11.34005 0.1 0.3 -0.1 0.077
H 2.97838 -22.79541 -0.52601 0.1 -0.1 -0.1 0.080
H 1.27998 -25.79327 -0.77289 -0.6 -0.5 -0.1 0.072
H 0.42222 -28.34444 -7.56528 -0.1 -0.2 0.2 0.074
H 2.53459 -24.24582 -1.50838 0.8 0.0 0.1 0.068
H 1.06141 -26.96237 -6.73389 0.0 0.1 0.0 0.069
H 8.05628 -27.37540 -12.51330 0.0 0.3 0.1 0.085
C 2.17801 -23.46923 -0.83173 0.9 -0.9 -1.0 -0.079
H -2.21506 -14.27425 -11.10247 0.1 -0.1 -0.2 0.075
H -0.02017 -23.23027 1.26411 0.1 -0.3 0.2 0.088
C 9.57862 -25.25721 -10.07125 -1.6 -0.6 0.7 -0.051
C 1.53051 -24.12493 0.38865 -0.4 1.5 -1.4 -0.487
O 8.49848 -27.40169 -9.76327 -0.3 0.5 1.0 -0.074
H -2.75072 -25.02494 -12.62999 -0.1 0.2 -0.1 0.021
O -4.79657 -16.27616 -10.48386 0.2 0.2 1.0 -0.080
H 7.48942 -25.80767 -10.60705 0.0 0.4 0.4 0.128
H -7.37987 -19.14978 -6.63750 0.5 0.0 -0.2 0.082
H -0.80447 -22.91009 -8.99442 0.1 -0.3 0.2 0.065
C -6.39302 -21.12276 -6.81082 0.2 1.7 1.0 -0.526
C -5.32356 -20.62493 -5.82802 -0.2 -1.1 0.3 -0.055
H -6.68513 -22.14305 -6.56227 0.0 0.0 -0.2 0.142
H -8.14861 -20.29341 -7.75730 0.2 0.0 -0.2 0.082
H 2.11681 -22.69816 -9.34013 -0.2 -0.4 0.0 0.107
H -1.57824 -25.69274 -11.94354 0.3 0.0 0.1 0.022
C 2.20746 -28.72180 -6.41380 0.2 0.3 -0.5 -0.339
C -7.58081 -20.20344 -6.83123 -1.8 0.0 0.8 -0.074
H -3.97083 -13.02238 -9.99711 0.1 0.2 -0.1 0.072
H 2.90287 -28.24797 -5.72097 -0.4 0.6 0.2 0.108
H 2.33557 -24.30597 1.10081 -0.2 -0.9 0.1 0.134
O 0.81410 -23.00794 0.84438 -1.2 1.0 1.4 -0.073
H -2.96865 -15.65648 -11.98555 0.2 0.2 -0.1 0.080
H -5.78754 -20.39323 -4.86931 0.2 0.1 0.1 0.078
C 0.87373 -28.03047 -6.62418 0.2 0.4 0.3 -0.089
H -0.20600 -24.78823 -0.61038 0.1 -0.1 -0.3 0.088
O 0.91052 -23.43380 -10.87691 -0.3 -0.8 1.1 -0.106
H 8.56338 -28.20959 -10.27774 0.0 0.3 -0.2 0.074
C 8.49522 -26.22762 -10.59685 0.6 -1.8 -1.0 -0.473
H 2.69675 -30.19258 -5.29589 -0.1 -0.3 -0.1 0.076
H -0.46740 -21.23379 -8.90862 0.3 0.2 -0.3 0.061
C -2.68594 -15.25322 -11.01316 0.0 0.1 0.6 -0.065
O 2.06348 -30.06730 -6.00643 -0.1 -0.3 0.1 -0.075
C 1.15576 -22.48454 -9.80794 -0.4 1.1 -1.2 -0.278
C 8.78021 -26.73305 -12.01189 1.9 1.5 0.4 -0.074
H 1.52100 -22.90985 -1.49771 -0.6 0.1 0.6 0.083
H -4.61886 -21.44751 -5.70612 0.2 0.1 0.3 0.075
C -3.94144 -15.14466 -10.15532 -1.1 0.2 -1.1 -0.457
H 0.28665 -22.27355 -7.74078 0.2 -0.3 -0.1 0.062
H 9.78619 -27.14887 -11.95543 -0.1 -1.1 0.1 0.080
H -5.56704 -13.65015 -9.81111 -0.2 -0.3 -0.3 0.075
H -3.50773 -21.82925 -11.45834 -0.1 -0.1 0.3 0.027
H 0.20697 -25.93712 0.66083 0.2 0.1 0.2 0.075
H -3.53903 -20.77214 -12.54159 -0.1 0.2 -0.1 0.030
O -2.41422 -25.88233 -12.36948 -0.1 -0.2 0.0 -0.050
H 0.27845 -23.00445 -11.45807 -0.1 -0.1 -0.1 0.068
H 2.70435 -28.65189 -7.38143 0.3 -0.3 -0.2 0.103
H 9.66516 -24.36621 -10.69313 0.3 -0.1 0.1 0.078
H 0.17920 -28.14605 -5.79209 0.0 -0.2 0.0 0.073
H -8.31007 -20.46739 -6.06534 0.0 -0.1 0.3 0.076
H 10.50267 -25.77479 -9.81370 0.1 0.0 -0.7 0.082
H 9.18381 -24.98707 -9.09184 0.1 0.5 0.1 0.072
H 1.29466 -21.62547 -10.46429 0.4 0.9 1.0 0.099
O -5.85484 -21.08849 -8.07710 1.0 -1.0 -2.1 -0.052
H 9.13972 -25.85069 -12.54133 -1.1 0.2 -0.9 0.072
H -4.77487 -13.58574 -11.45251 -0.3 0.0 0.0 0.078

Looking at energy relative to the best compared isomer or geometry (same formula, charge and spin) for the records above, in order, we have 783.76 312.73 kJ/mol.